Entry from the OMol25 dataset: a structure of composition CH3I2N at a distorted geometry (ωB97M-V with the def2-TZVPD basis set).

```
7
Properties=species:S:1:pos:R:3:forces:R:3:lowdin_charge:R:1
C -0.958 -0.050 -0.012 3.6773 2.0453 2.4102 -0.0728
N 0.920 0.102 -0.544 -3.6871 -1.1841 0.1355 -1.2157
I 1.711 1.819 0.079 0.4199 0.7114 0.5880 0.6208
I 1.800 -1.688 0.115 -0.3040 0.7509 0.0180 0.5836
H -1.539 0.912 0.010 0.9758 -0.8555 -0.9520 0.0528
H -1.111 -0.792 -0.729 -0.8485 -1.0574 -0.7157 -0.0050
H -0.823 -0.303 1.080 -0.2335 -0.4106 -1.4840 0.0363
```
Forces are in eV/Å.

Its spin multiplicity is 1. Its energy relative to the best compared isomer or geometry (same formula, charge and spin) is 2.310 eV. For the LUMO energy, the calculation gives -1.04 eV. For the electronic energy, the calculation gives -18773.550 eV. As for the HOMO energy: -8.5 eV.